[1]
The following is a DFT calculation (the ωB97M-V functional and the def2-TZVPD basis) of a structure of composition C35H41AsGaNO2PTe.

As for the LUMO energy: -8.36 eV. The orbital gap comes out at 0.27553 Ha. As for the HOMO energy: -15.9 eV.

```
! RIJCOSX wB97M-V def2-TZVPD def2/J DEFGRID3
* xyz 3 1
Ga 0.51 0.20 -0.22
C 3.25 1.81 -2.25
C 2.69 0.60 -2.98
C 1.30 0.84 -3.58
C 2.73 -0.67 -2.12
C 4.17 -1.12 -1.89
O 4.24 -1.36 -0.46
C 3.12 -1.02 0.12
N 2.19 -0.56 -0.70
C 3.12 -1.32 1.57
C 4.27 -1.96 2.05
C 4.36 -2.41 3.35
C 3.28 -2.26 4.21
C 2.14 -1.62 3.77
C 2.05 -1.13 2.47
P 0.50 -0.32 2.07
C -0.76 -1.55 2.39
C -0.71 -2.74 1.66
C -1.58 -3.78 1.96
C -2.52 -3.62 2.97
C -2.58 -2.44 3.69
C -1.70 -1.40 3.41
C 0.21 1.09 3.14
C -0.98 1.80 2.97
C -1.28 2.85 3.81
C -0.38 3.23 4.80
C 0.82 2.55 4.95
C 1.12 1.47 4.13
H 3.40 2.63 -2.96
H 4.23 1.61 -1.81
H 2.60 2.15 -1.45
H 3.36 0.37 -3.81
H 0.49 0.70 -2.86
H 1.11 0.15 -4.41
H 1.22 1.86 -3.97
H 2.15 -1.46 -2.60
H 4.91 -0.36 -2.12
H 4.42 -2.05 -2.39
H 5.11 -2.12 1.39
H 5.26 -2.90 3.69
H 3.33 -2.64 5.22
H 1.29 -1.51 4.44
H 0.04 -2.88 0.88
H -1.51 -4.71 1.42
H -3.19 -4.43 3.21
H -3.30 -2.32 4.49
H -1.73 -0.49 4.00
H -1.69 1.49 2.21
H -2.22 3.38 3.71
H -0.61 4.06 5.45
H 1.52 2.84 5.73
H 2.05 0.94 4.27
C -2.86 -2.33 -0.99
Te -1.91 -0.42 -1.20
C -1.72 -1.12 -3.22
C -3.07 -1.77 -3.41
C -3.73 -1.79 -4.62
C -4.99 -2.37 -4.71
C -5.59 -2.92 -3.58
C -4.93 -2.90 -2.36
C -3.66 -2.34 -2.27
H -3.45 -2.36 -0.08
H -2.08 -3.08 -0.96
H -0.89 -1.83 -3.23
H -1.51 -0.30 -3.91
H -3.28 -1.35 -5.50
H -5.51 -2.39 -5.65
H -6.57 -3.35 -3.65
H -5.39 -3.32 -1.48
C -1.23 4.36 0.34
As -0.20 3.56 -1.03
C -1.22 3.51 -2.63
C 1.38 4.59 -1.29
O 0.14 1.96 -0.56
H -1.46 5.38 0.05
H -0.66 4.36 1.27
H -2.15 3.80 0.47
H -1.37 4.53 -2.97
H -2.19 3.05 -2.42
H -0.69 2.94 -3.40
H 1.05 5.62 -1.42
H 1.90 4.27 -2.18
H 2.02 4.52 -0.41
*
```

[2]
The following is a DFT calculation (the ωB97M-V functional and the def2-TZVPD basis) of a structure of composition C35H41BN8O2PRu.

As for the LUMO energy (alpha / beta): 0.54 / -0.71 eV. The orbital gap (alpha / beta) comes out at 0.28011 / 0.27394 Ha. As for the expectation value of S²: 8.761. As for the HOMO energy (alpha / beta): -7.1 / -8.2 eV.

```
! RIJCOSX wB97M-V def2-TZVPD def2/J DEFGRID3
* xyz 0 6
Ru -0.36 -0.82 -0.25
C -2.00 -0.20 2.86
C -2.87 0.03 1.67
C -4.20 0.46 1.61
C -4.50 0.54 0.26
C -5.78 0.95 -0.40
N -3.41 0.16 -0.43
N -2.41 -0.15 0.44
B -3.13 0.16 -1.96
N -2.65 -1.25 -2.42
N -1.40 -1.72 -2.13
C -1.22 -2.84 -2.81
C 0.06 -3.60 -2.70
C -2.36 -3.11 -3.58
C -3.24 -2.08 -3.30
C -4.62 -1.85 -3.84
N -2.04 1.20 -2.28
N -0.74 0.97 -1.94
C -0.03 1.99 -2.41
C 1.46 2.04 -2.30
C -0.89 2.91 -3.05
C -2.15 2.37 -2.94
C -3.46 2.91 -3.42
H -2.59 -0.47 3.73
H -1.43 0.71 3.10
H -1.26 -0.98 2.67
H -4.86 0.69 2.43
H -6.54 1.11 0.36
H -6.14 0.19 -1.10
H -5.66 1.88 -0.97
H -4.14 0.43 -2.54
H 0.68 -3.21 -1.89
H 0.64 -3.53 -3.62
H -0.12 -4.66 -2.50
H -2.53 -3.94 -4.24
H -4.93 -2.72 -4.42
H -4.65 -0.97 -4.48
H -5.34 -1.70 -3.04
H 1.80 1.38 -1.50
H 1.79 3.06 -2.07
H 1.93 1.73 -3.23
H -0.62 3.84 -3.52
H -3.30 3.88 -3.89
H -4.17 3.04 -2.60
H -3.93 2.25 -4.15
N -1.63 -2.92 0.50
C -0.91 -3.73 1.49
C 0.54 -3.27 1.61
O 1.23 -3.76 2.49
O 0.92 -2.39 0.74
H -2.61 -2.78 0.73
H -1.58 -3.34 -0.42
H -0.87 -4.79 1.22
H -1.37 -3.65 2.47
N 0.73 0.46 0.74
P 2.19 0.61 1.31
C 2.53 -0.33 2.82
C 3.59 -1.22 2.93
C 3.75 -1.95 4.11
C 2.88 -1.77 5.16
C 1.82 -0.88 5.05
C 1.64 -0.16 3.88
C 2.45 2.34 1.81
C 1.59 3.30 1.29
C 1.76 4.64 1.63
C 2.79 5.01 2.49
C 3.64 4.05 3.02
C 3.47 2.71 2.68
C 3.55 0.21 0.16
C 3.55 -1.02 -0.51
C 4.52 -1.30 -1.45
C 5.51 -0.37 -1.74
C 5.52 0.85 -1.08
C 4.55 1.14 -0.14
H 4.26 -1.37 2.10
H 4.56 -2.67 4.19
H 3.00 -2.35 6.07
H 1.13 -0.74 5.88
H 0.81 0.53 3.78
H 0.79 2.99 0.64
H 1.09 5.39 1.24
H 2.93 6.06 2.75
H 4.44 4.34 3.70
H 4.12 1.96 3.11
H 2.80 -1.76 -0.26
H 4.52 -2.26 -1.95
H 6.27 -0.60 -2.48
H 6.29 1.58 -1.31
H 4.56 2.10 0.35
*
```